No. 1
The molecule C4H5F2NO, computed with wB97M-V/def2-TZVPD.

HOMO level   -0.36952 Eh
Net charge   0
Kohn-Sham gap   10.942 eV
2S+1   1
Lowest unoccupied orbital energy   0.886 eV
SMILES   F[C@@H]1C=NOC[C@H]1F
ΔE to the lowest compared entry with this formula, charge and spin   38.4 kcal per mole

Geometry (Å):
F: 0.871 -0.680 -1.839
F: -1.437 -1.655 -0.338
O: 0.409 1.727 0.694
N: -0.323 1.095 1.613
C: -0.333 -0.951 0.136
C: 1.140 0.924 -0.217
C: 0.178 0.028 -0.928
C: -0.646 -0.131 1.372
H: -0.614 0.574 -1.400
H: 1.575 1.692 -0.841
H: 1.950 0.413 0.246
H: -1.277 -0.646 2.105
H: 0.420 -1.718 0.451



No. 2
A structure of composition H12O14SV2, computed with wB97M-V/def2-TZVPD.

HOMO level (alpha / beta)   -0.16321 / -0.20562 Eh
Net charge   -1
Kohn-Sham gap (alpha / beta)   5.804 / 6.958 eV
2S+1   2
Lowest unoccupied orbital energy (alpha / beta)   1.363 / 1.363 eV
Expectation value of S²   0.76

Geometry (Å):
V: 14.088 -9.417 12.305
V: 16.549 -13.084 13.963
S: 17.278 -10.331 11.915
O: 16.628 -13.651 15.982
O: 14.961 -12.951 13.788
O: 16.535 -10.983 15.112
O: 14.572 -8.998 13.752
O: 17.842 -9.577 12.985
O: 16.899 -11.678 12.375
O: 18.148 -10.544 10.733
O: 16.820 -14.618 13.370
O: 16.106 -9.635 11.448
O: 13.597 -10.925 12.339
O: 11.991 -12.584 15.143
O: 16.961 -13.455 10.426
O: 18.683 -12.812 14.168
O: 17.039 -17.757 14.433
H: 12.114 -13.516 15.325
H: 18.962 -13.665 14.500
H: 17.112 -17.746 15.387
H: 19.497 -12.321 14.056
H: 16.692 -10.467 14.321
H: 16.888 -12.899 16.514
H: 12.525 -12.419 14.367
H: 17.848 -13.812 10.388
H: 16.090 -14.185 16.567
H: 16.168 -10.357 15.737
H: 17.021 -12.731 11.050
H: 16.281 -17.203 14.243